[1]
The following is a DFT calculation (ωB97M-V with the def2-TZVPD basis set) of one molecule with the formula C5H8O.

Each line ends with the natural charge from an NBO analysis.
Geometry (Å):
C  2.80759  -0.23529  0.01363  -0.685
C  1.38272  0.08290  -0.04098  0.024
C  0.20908  0.35233  -0.09856  -0.077
C  -1.23629  0.53094  -0.32607  0.038
C  -1.91879  -0.82972  -0.29957  -0.603
O  -1.87690  1.33737  0.64817  -0.706
H  2.97415  -1.30811  -0.12980  0.236
H  3.22726  0.04838  0.98305  0.238
H  3.35213  0.29996  -0.77065  0.234
H  -1.35398  0.98010  -1.32550  0.180
H  -1.86248  -1.23256  0.71560  0.219
H  -2.96815  -0.73686  -0.59037  0.215
H  -1.40817  -1.51578  -0.98079  0.216
H  -1.36376  2.14757  0.75331  0.472

As for the relative energy (zero: lowest compared OMol25 entry of this formula, charge and spin): 182.9 kJ/mol. As for the total energy: -270.4882 hartree. Its frontier orbital gap is 10.47 eV. As for the SMILES: CC#C[C@@H](C)O. The HOMO energy is -9.59 eV. The value obtained for the max |F| is 0.0101 hartree/bohr.


[2]
The following is a DFT calculation (ωB97M-V with the def2-TZVPD basis set) of one molecule with the formula C5H9NS.

Each line ends with the natural charge from an NBO analysis.
Geometry (Å):
N  0.91035  -0.09067  1.43724  -0.818
C  0.74282  0.13297  0.08801  0.033
C  -0.31401  1.19661  -0.35160  -0.416
C  -1.76164  0.42284  -0.03865  -0.566
S  -1.45896  -1.35728  0.40624  0.204
C  0.09665  -1.04162  -0.46214  -0.385
C  1.60989  -1.07388  -0.48572  -0.328
H  0.12116  0.17672  1.91348  0.353
H  1.56787  0.63360  1.82018  0.356
H  -0.40562  2.24747  0.24012  0.216
H  -0.21185  1.38755  -1.47136  0.228
H  -2.30955  0.50416  -1.13508  0.219
H  -2.44508  0.80506  0.80515  0.229
H  -0.04647  -1.20358  -1.55035  0.220
H  1.85180  -1.13176  -1.51118  0.212
H  2.05263  -1.60820  0.29566  0.243

As for the relative energy (zero: lowest compared OMol25 entry of this formula, charge and spin): 439.1 kJ/mol. As for the total energy: -648.6859 hartree. Its frontier orbital gap is 9.42 eV. As for the SMILES: N[C@]12CCS[C@@H]1C2. The HOMO energy is -8.48 eV. The value obtained for the max |F| is 0.0858 hartree/bohr.


[3]
The following is a DFT calculation (ωB97M-V with the def2-TZVPD basis set) of one molecule with the formula C2H6N4S.

Each line ends with the natural charge from an NBO analysis.
Geometry (Å):
H  -1.34052  1.30442  1.81827  0.351
N  -1.75934  0.40852  1.96304  -0.646
C  -1.68073  -0.36134  0.98648  0.287
N  -1.18753  -0.03818  -0.30922  -0.834
S  -0.41051  1.29618  -0.59563  0.415
C  1.31554  1.14386  0.07883  -0.177
N  1.90757  0.07578  -0.24227  -0.253
N  1.27784  -0.98527  -0.92289  -0.678
H  -1.86432  -1.42262  0.98206  0.170
H  -0.94090  -0.76421  -1.15556  0.405
H  2.21084  1.87693  0.61493  0.257
H  0.54149  -0.80751  -1.73819  0.317
H  1.93059  -1.72657  -1.47986  0.385

As for the relative energy (zero: lowest compared OMol25 entry of this formula, charge and spin): 438.3 kJ/mol. As for the total energy: -696.8591 hartree. Its frontier orbital gap is 9.31 eV. As for the SMILES: [H]/N=C\NS/C=N\N. The HOMO energy is -8.97 eV. The value obtained for the max |F| is 0.1052 hartree/bohr.


[4]
The following is a DFT calculation (ωB97M-V with the def2-TZVPD basis set) of HN2OP as an isolated structure.

Each line ends with the natural charge from an NBO analysis.
Geometry (Å):
N  1.56318  0.07793  0.49246  0.373
N  -0.18066  0.35388  0.22146  -0.905
O  2.19324  0.16477  -0.48120  -0.186
P  -1.16181  -0.76242  0.04926  0.805
H  -2.41396  0.16584  -0.28198  -0.087

As for the relative energy (zero: lowest compared OMol25 entry of this formula, charge and spin): 451.4 kJ/mol. As for the total energy: -526.5329 hartree. Its frontier orbital gap (spin up / spin down) is 8.07 / 8.07 eV. The HOMO energy (spin up / spin down) is -8.78 / -8.78 eV. The value obtained for the max |F| is 0.1047 hartree/bohr.


[5]
The following is a DFT calculation (ωB97M-V with the def2-TZVPD basis set) of C27H30BrIrN4O3S2 as an isolated structure.

Each line ends with the Löwdin spin population.
Geometry (Å):
Ir  0.06108  -1.52844  0.14783  2.608
C  -2.07364  2.41542  -0.80425  0.010
C  -1.60625  1.16932  -0.10554  0.044
N  -0.60537  0.48140  -0.56809  0.144
N  -0.04413  0.99395  -1.73354  0.041
C  0.89412  0.28269  -2.24163  0.020
S  1.55858  -1.20107  -1.61683  0.278
S  1.56597  0.90472  -3.76742  0.010
C  0.95087  -0.44195  -4.84054  0.004
C  -0.54751  -0.49939  -4.88042  0.000
C  -1.27865  0.33046  -5.72363  0.000
C  -2.66382  0.31065  -5.70346  0.000
C  -3.33616  -0.53789  -4.83347  0.000
C  -2.61560  -1.37137  -3.99128  0.000
C  -1.22872  -1.35351  -4.01728  0.001
C  -2.31298  0.74804  1.10811  0.012
C  -3.60391  1.25893  1.34197  0.002
C  -4.33408  0.92542  2.45807  0.009
C  -3.77464  0.05849  3.40008  0.006
C  -2.51758  -0.45939  3.20757  0.011
C  -1.75924  -0.13779  2.06648  0.019
O  -0.55098  -0.65239  1.97419  0.175
H  -1.26753  2.86111  -1.37628  0.001
H  -2.46921  3.12808  -0.08536  0.001
H  -2.86546  2.15948  -1.51293  0.002
H  1.36391  -1.38136  -4.47334  0.004
H  1.38773  -0.23711  -5.81775  0.000
H  -0.75735  1.00341  -6.39437  0.000
H  -3.22101  0.95959  -6.36675  0.000
H  -4.41834  -0.55255  -4.81858  0.000
H  -3.13028  -2.04084  -3.31420  0.000
H  -0.66824  -2.00772  -3.35970  0.001
H  -4.04791  1.92144  0.61323  0.000
H  -5.32872  1.32465  2.59889  0.000
H  -4.33633  -0.21520  4.28388  0.000
H  -2.07241  -1.13947  3.92148  0.000
N  1.71841  -2.22246  1.60131  0.137
C  2.64404  -3.16057  1.04824  0.006
C  2.31671  -4.50837  1.01241  0.011
C  3.19671  -5.40645  0.42986  -0.002
C  4.39136  -4.96130  -0.11837  0.012
C  4.70495  -3.61023  -0.08112  -0.002
C  3.83468  -2.70271  0.50148  0.012
H  2.16326  -1.34356  1.85871  0.004
H  1.22054  -2.58882  2.40593  0.003
H  1.37144  -4.84676  1.41921  0.002
H  2.94189  -6.45732  0.39864  0.000
H  5.07296  -5.66487  -0.57647  0.001
H  5.63373  -3.25556  -0.50731  0.000
H  4.07005  -1.64631  0.52694  0.001
O  3.74087  1.32126  2.48055  0.000
C  2.55205  1.48722  2.46365  0.000
O  1.74025  0.78819  1.66290  0.008
C  1.80624  2.54635  3.26855  0.000
N  0.40613  2.15584  3.45250  0.001
C  -0.47842  3.25653  3.06563  0.000
C  0.30470  3.91409  1.93811  0.000
C  1.74422  3.86271  2.45513  0.000
H  2.35584  2.68783  4.20172  0.000
H  0.20628  1.76667  4.36244  0.000
H  0.82500  0.88197  2.02619  0.000
H  -0.64271  3.97159  3.88216  0.000
H  -1.44756  2.86677  2.74949  0.000
H  -0.02687  4.93079  1.73364  0.000
H  0.20340  3.33027  1.02036  0.000
H  1.93913  4.70608  3.11776  0.000
H  2.48943  3.88780  1.66214  0.000
Br  -1.34492  -3.46652  -0.23752  0.402

As for the relative energy (zero: lowest compared OMol25 entry of this formula, charge and spin): 0.0 kJ/mol. The multiplicity is 5. As for the total energy: -4966.3292 hartree. Its frontier orbital gap (spin up / spin down) is 6.70 / 6.90 eV. The HOMO energy (spin up / spin down) is -6.92 / -8.30 eV. As for the expectation value of S²: 6.0152. The value obtained for the max |F| is 0.0107 hartree/bohr.


[6]
The following is a DFT calculation (ωB97M-V with the def2-TZVPD basis set) of a 2-piece molecular cluster, C6H13ClOSi overall.

Each line ends with the natural charge from an NBO analysis.
Geometry (Å):
C  -1.81482  2.60132  0.17776  -0.384
C  -2.28262  1.37067  -0.08066  -0.261
C  -1.41082  -2.09688  0.86917  -0.173
C  1.26823  0.32362  -1.89050  -1.100
C  2.51878  -1.65420  0.30819  -1.127
C  -1.99507  0.17472  0.77262  0.094
O  -1.85023  -1.01311  0.29213  -0.374
Si  1.58115  -0.07744  -0.03382  1.329
Cl  2.72044  1.52778  0.70418  -0.428
H  -2.18481  3.38404  -0.42294  0.186
H  -1.11360  3.06682  0.84368  0.207
H  -2.89076  1.30307  -0.93485  0.213
H  -0.87994  -2.21438  1.88168  0.174
H  0.17040  0.38328  0.56605  -0.170
H  -1.54902  -3.02786  0.28749  0.175
H  0.25074  0.13811  -2.13280  0.240
H  1.39300  1.42701  -1.78896  0.245
H  2.00039  0.14188  -2.60846  0.237
H  2.23211  -1.96109  1.37750  0.245
H  2.25483  -2.48573  -0.34622  0.251
H  3.55997  -1.47161  0.32223  0.253
H  -1.97834  0.15997  1.83652  0.169

As for the relative energy (zero: lowest compared OMol25 entry of this formula, charge and spin): 218.7 kJ/mol. As for the total energy: -1061.2054 hartree. Its frontier orbital gap (spin up / spin down) is 7.89 / 7.63 eV. The HOMO energy (spin up / spin down) is -7.62 / -7.23 eV. The value obtained for the max |F| is 0.0673 hartree/bohr.


[7]
The following is a DFT calculation (ωB97M-V with the def2-TZVPD basis set) of C30H28ClO3OsP as an isolated structure.

Each line ends with the Löwdin spin population.
Geometry (Å):
Os  -0.40856  -0.99978  0.20769  3.072
O  1.69418  -0.31781  3.13693  0.036
C  0.58536  0.00675  2.79218  0.027
O  -0.36589  -0.77284  2.32157  0.326
C  0.18355  1.48073  2.85014  0.005
C  0.30835  2.15056  4.05709  0.003
C  -0.00052  3.50220  4.11590  0.000
C  -0.40260  4.17785  2.97117  0.002
C  -0.52293  3.51053  1.76614  0.002
C  -0.24217  2.14157  1.70235  0.010
P  -0.35158  1.35395  0.06344  0.071
C  -1.77084  2.15028  -0.72596  0.012
C  -1.65396  2.96649  -1.84835  0.003
C  -2.78370  3.59056  -2.35775  0.001
C  -4.02088  3.39755  -1.76206  0.002
C  -4.13763  2.58628  -0.63936  0.000
C  -3.01759  1.96378  -0.12075  0.002
C  1.14614  1.81212  -0.83328  0.029
C  2.15311  2.56131  -0.22830  0.007
C  3.23233  2.98443  -0.98922  0.003
C  3.31239  2.65450  -2.33498  0.008
C  2.32950  1.86999  -2.92850  0.000
C  1.25341  1.43315  -2.17759  0.015
H  0.64658  1.61648  4.93421  0.000
H  0.08331  4.02384  5.05984  0.000
H  -0.62972  5.23438  3.01763  0.000
H  -0.83118  4.04359  0.87535  0.000
H  -0.69702  3.14521  -2.31569  0.000
H  -2.68993  4.23211  -3.22346  0.000
H  -4.89334  3.88924  -2.17096  0.000
H  -5.10023  2.44311  -0.16709  0.000
H  -3.09664  1.35470  0.77357  0.000
H  2.09403  2.82114  0.82016  0.000
H  4.00961  3.57583  -0.52477  0.000
H  4.14965  3.00376  -2.92437  0.000
H  2.40078  1.60713  -3.97546  0.000
H  0.48442  0.81434  -2.62927  0.004
C  2.69901  -3.54439  -1.09144  0.002
C  3.37955  -3.26529  0.25889  0.003
C  2.55777  -2.13120  0.87826  0.010
O  1.68331  -1.63587  -0.19629  0.128
C  2.14440  -2.18426  -1.46210  0.013
H  1.88834  -4.26744  -0.98270  0.000
H  3.39268  -3.91515  -1.84196  0.000
H  4.40916  -2.94680  0.10702  0.000
H  3.39166  -4.14162  0.90146  0.000
H  3.17049  -1.30376  1.22898  0.002
H  1.92969  -2.45809  1.70371  0.001
H  2.92170  -1.52775  -1.85885  0.002
H  1.30240  -2.20806  -2.15337  0.006
Cl  -1.30876  -7.21444  0.14618  0.008
C  -1.55116  -5.53941  0.01220  0.016
C  -1.67854  -4.95733  -1.25917  0.006
C  -1.88531  -3.60861  -1.37561  0.019
C  -2.01964  -2.79145  -0.22302  0.033
C  -2.38131  -1.37272  -0.33047  0.052
C  -1.88873  -3.40618  1.05286  0.011
C  -1.63903  -4.75462  1.16358  0.010
H  -1.64101  -5.58381  -2.14013  0.000
H  -2.00608  -3.16483  -2.35685  0.001
H  -3.03627  -1.00834  0.46152  0.019
H  -2.70394  -1.04550  -1.31549  0.017
H  -2.02978  -2.81082  1.94946  0.001
H  -1.55042  -5.22129  2.13516  0.000

As for the relative energy (zero: lowest compared OMol25 entry of this formula, charge and spin): 56.2 kJ/mol. The multiplicity is 5. Its net charge is +2. As for the total energy: -2277.2817 hartree. Its frontier orbital gap (spin up / spin down) is 6.90 / 5.95 eV. The HOMO energy (spin up / spin down) is -14.49 / -14.73 eV. As for the expectation value of S²: 6.0270. The value obtained for the max |F| is 0.0432 hartree/bohr.